Arrangement P

19
Properties=species:S:1:pos:R:3:mulliken_charge:R:1 method="wB97M-V/def2-TZVPD" multiplicity=2 gap_ev="5.63 / 8.25" s2=0.7659
C -1.46818 -2.83187 -1.86069 -1.0281
C -0.95638 -1.72551 -1.10253 -0.0360
C -0.10003 -0.75760 -1.66824 -0.3639
N 0.18825 0.43888 -0.89328 0.0179
C 0.59084 1.46768 -1.65017 -0.5450
H -2.05437 -2.46754 -2.77394 0.2307
H -2.20389 -3.58154 -1.44746 0.3055
H -0.62633 -3.44732 -2.16776 0.2594
H -1.33173 -1.59802 -0.03469 0.2615
H -0.04499 -0.70022 -2.81129 0.2499
H 0.47766 0.26256 0.09079 0.2833
H 1.11409 2.40913 -1.29286 0.2596
H 0.37610 1.49066 -2.76456 0.1795
H 1.06126 2.81105 5.18618 0.3267
H 0.92244 3.59658 3.88423 0.3332
O 1.26929 2.72598 4.20852 -0.6732
H 0.79913 1.43537 2.58506 0.3186
H 1.08550 -0.16499 2.57093 0.3057
O 0.90133 0.63674 1.94174 -0.6853

=====

Arrangement Q

19
Properties=species:S:1:pos:R:3:mulliken_charge:R:1 method="wB97M-V/def2-TZVPD" multiplicity=2 gap_ev="3.53 / 11.43" s2=0.7505
C -1.13369 1.05966 -1.24379 -0.6369
O -0.15653 2.06642 -1.33342 0.3422
C -0.70595 0.37046 0.07834 -0.5176
C -0.68977 -1.10448 -0.08887 -0.4283
C 0.26854 -1.98685 0.77197 -1.2155
O 1.47936 -1.40666 1.28859 -0.1601
N 0.70055 0.85482 0.46081 -1.2862
H -0.96949 0.55839 -2.40717 0.2957
H -2.13511 1.43294 -1.09087 0.1663
H -0.25065 2.94330 -1.56305 -0.0281
H -1.33576 0.76148 0.92146 0.3372
H -0.43933 -1.33458 -1.29855 0.2131
H -1.58600 -1.59342 0.01572 0.5106
H 0.64690 -2.79597 0.28874 0.2605
H -0.32018 -2.44064 1.67110 0.3680
H 1.30195 -1.56591 2.27930 0.3531
H 1.32042 0.58261 -0.41643 0.5645
H 0.77876 1.88995 0.39781 0.4505
H 1.06725 0.26725 1.22906 0.4112

=====

Sorted by energy, starting with the most stable: arrangement P, arrangement Q.

=====

Arrangement P

20
Properties=species:S:1:pos:R:3:mulliken_charge:R:1 method="wB97M-V/def2-TZVPD" charge=-1 gap_ev=6.45 smiles="N/C=C/CCCC[O-]"
C -1.87678 -1.12898 -0.43676 -0.6636
O -0.97021 -1.11028 -1.41244 -0.8443
C -1.35441 -0.59404 0.97690 -0.6728
C -1.29144 0.89397 1.03481 -0.7534
C -0.21251 1.49993 0.02121 -0.5600
N 2.99331 -0.49378 -0.11127 -0.5374
C 1.71088 0.03731 -0.42826 -0.0018
C 1.17725 1.00307 0.33648 -0.5552
H -2.72754 -0.35762 -0.61157 0.1538
H -2.52863 -2.05210 -0.34020 0.3356
H -0.40736 -1.11160 1.09025 0.2707
H -2.20981 -1.01073 1.53376 0.4125
H -0.87331 1.12225 2.02591 0.3317
H -2.18784 1.45459 0.78344 0.4382
H -0.38289 2.57120 0.14673 0.4026
H -0.53497 1.07790 -0.93143 0.2952
H 3.64794 0.25221 0.10220 0.2291
H 3.39670 -1.14503 -0.74372 0.2034
H 0.98088 -0.65766 -0.86817 0.2541
H 1.73922 1.42273 1.17252 0.2615

=====

Arrangement Q

20
Properties=species:S:1:pos:R:3:mulliken_charge:R:1 method="wB97M-V/def2-TZVPD" charge=-1 gap_ev=6.01
C 2.74506 0.17618 -0.30613 -0.1827
O 3.73509 0.74142 0.14670 -0.5365
C 1.31074 0.62600 -0.45825 -0.2105
C 0.34399 -0.45567 -0.85410 -0.5750
C -1.09259 -0.03957 -0.52166 0.5507
C -2.02049 -0.40177 -1.47849 -1.2159
C -2.58096 0.20412 1.21258 -1.0591
N -1.26000 0.47895 0.71220 -0.5490
H 2.90585 -0.68748 -0.99757 0.3464
H 2.38599 -0.06400 2.72034 0.0760
H 0.95980 1.19247 0.39751 0.4579
H 2.02487 1.16889 -1.17146 0.0262
H 0.74514 -1.36785 -0.34333 0.2959
H 0.49312 -0.66974 -1.92680 0.2593
H -3.05251 -0.09727 -1.41471 0.2839
H -1.73416 -0.92893 -2.38499 0.2584
H -3.02651 -0.80409 0.97067 0.3310
H -3.37153 0.96156 0.98674 0.2262
H -2.56191 0.17945 2.31208 0.2996
H 3.05100 -0.21269 2.39866 -0.0829

=====

Sorted by energy, starting with the most stable: arrangement P, arrangement Q.

=====

Arrangement P

18
Properties=species:S:1:pos:R:3:mulliken_charge:R:1 method="wB97M-V/def2-TZVPD" gap_ev="7.59 / 7.59"
C 1.54908 1.40048 -0.91548 -1.1347
C 1.18606 0.03995 -0.45330 0.9773
C 1.88000 -1.08256 -0.54580 -0.9430
N 0.05896 0.23171 1.13454 0.2605
O 0.04490 1.24664 1.73600 -0.4178
H 1.43348 2.13692 -0.11632 0.2857
H 2.59406 1.40953 -1.23249 0.3758
H 0.91597 1.70151 -1.75053 0.2568
H 1.53553 -2.02964 -0.15613 0.2163
H 2.84256 -1.06616 -1.04351 0.2768
C -1.29230 -0.30440 0.32490 0.6459
N -2.37758 0.50921 0.75109 -0.5976
N -1.58063 -1.67113 0.54679 -0.6059
O -0.65039 -0.04432 -0.81384 -0.5713
H -2.20954 1.48560 0.54715 0.2493
H -3.23262 0.20547 0.30240 0.2658
H -1.83408 -1.88810 1.50084 0.2298
H -0.86346 -2.28070 0.18368 0.2301

=====

Arrangement Q

18
Properties=species:S:1:pos:R:3:mulliken_charge:R:1 method="wB97M-V/def2-TZVPD" gap_ev=7.79 smiles="NC(=O)C/C(N)=C(/N)O"
C -0.18337 -1.33025 0.86225 -0.6442
C 0.76884 0.61176 -0.33052 0.1541
C -1.29762 -0.38720 1.21619 0.4504
C 0.16611 -0.63075 -0.43785 0.4101
N 0.87045 1.42833 -1.46591 -0.4939
N -0.78465 0.91509 1.47916 -0.4527
N -0.42218 -1.02535 -1.67357 -0.5778
O 1.81176 0.80836 0.58026 -0.5748
O -2.49208 -0.59844 1.13312 -0.5946
H 2.64544 0.80693 0.09634 0.3342
H 1.22573 2.35999 -1.29826 0.2109
H 0.44138 0.98963 -2.27100 0.2383
H 0.07451 1.06989 1.98666 0.2591
H -1.45899 1.66685 1.47145 0.1907
H -1.42047 -1.18371 -1.56150 0.2587
H -0.00183 -1.87033 -2.04745 0.2560
H 0.63959 -1.30399 1.57756 0.2544
H -0.58262 -2.32681 0.68306 0.3211

=====

Sorted by energy, starting with the most stable: arrangement Q, arrangement P.

=====

Arrangement P

23
Properties=species:S:1:pos:R:3:mulliken_charge:R:1 method="wB97M-V/def2-TZVPD" gap_ev="6.50 / 6.51"
C -0.96831 -0.75074 0.15272 0.1842
C -1.17220 2.52123 0.35980 -0.6363
C -0.21767 -1.47517 1.19974 -1.0408
C -1.18672 -1.35809 -1.18902 -1.1365
O -0.55525 1.54817 1.12908 -0.7256
H -1.71629 -0.06563 0.51699 0.3969
H -1.53723 3.34904 0.99333 0.2618
H -2.06438 2.14439 -0.18218 0.2177
H -0.50891 2.97474 -0.39928 0.2166
H 0.11562 -0.77537 1.96908 0.2978
H 0.62412 -2.04254 0.79569 0.2784
H -0.88682 -2.19287 1.69496 0.3998
H -1.93931 -2.15399 -1.07737 0.3931
H -0.28199 -1.81277 -1.59735 0.3622
H -1.59260 -0.63615 -1.89949 0.3266
N 1.33297 0.38195 -0.70357 0.0851
N 1.86702 0.93646 0.44770 -0.6558
N 1.99942 -0.74742 -1.18335 -0.4364
H 0.29540 0.14742 -0.49854 0.1533
H 1.03289 1.42792 0.88807 0.4085
H 2.20210 0.21312 1.09586 0.2202
H 2.64197 -1.13356 -0.49388 0.1947
H 2.51618 -0.50013 -2.01900 0.2344

=====

Arrangement Q

23
Properties=species:S:1:pos:R:3:mulliken_charge:R:1 method="wB97M-V/def2-TZVPD" gap_ev=9.63 smiles=CNCCNCN.O
C -0.34552 1.10332 0.70972 -0.8999
N -1.33770 0.29073 1.44968 -0.3315
C -0.95157 -1.09670 1.70855 -0.6864
N -1.57168 -2.03225 0.71944 -0.6123
C -0.21808 0.90685 -0.80360 -0.4740
N 0.42802 -0.34866 -1.21308 -0.3366
C 0.33281 -0.52238 -2.65931 -1.0008
H 0.61212 0.95591 1.23035 0.5249
H -0.78771 2.13441 0.79785 0.2967
H -2.20701 0.30055 0.93766 0.2492
H 0.16454 -1.18290 1.68179 0.3959
H -1.22011 -1.27136 2.75559 0.3794
H -1.06004 -2.90526 0.85271 0.2017
H -2.50561 -2.19211 1.07442 0.2725
H -1.28552 0.95674 -1.12134 0.3154
H 0.25100 1.78839 -1.27886 0.4430
H -0.13078 -1.10033 -0.77082 0.2649
H -0.57860 -0.96012 -3.07506 0.2952
H 0.49401 0.37685 -3.25681 0.3643
H 1.22773 -1.05662 -2.95261 0.3520
H 3.82515 2.38235 1.64841 0.3182
H 3.22595 1.91483 0.38232 0.3085
O 3.63860 1.55774 1.18301 -0.6403

=====

Arrangement R

23
Properties=species:S:1:pos:R:3:mulliken_charge:R:1 method="wB97M-V/def2-TZVPD" gap_ev=4.02
C 1.19933 0.02206 -0.01110 -0.2799
C 0.52126 1.21376 0.45829 -0.1329
C 0.74575 1.50784 1.95157 -1.3232
N 0.11053 -1.76660 1.46918 -0.5994
N 0.79357 -0.30776 -1.44851 -0.1375
C -0.18744 -1.34657 -1.67597 -0.7300
N -1.48951 -1.20372 -1.10292 -0.3351
H 0.94265 -0.89276 0.70095 0.1850
H 2.27024 0.04204 -0.18347 0.3187
H -0.62723 0.98903 0.51529 0.1244
H 0.39805 2.07735 -0.18664 0.5630
H 0.20548 0.77807 2.55068 0.3023
H 0.17855 2.42455 2.15858 0.3901
H 0.61531 -2.25281 2.18933 0.1738
H 1.80563 1.57567 2.16273 0.3553
H -0.90498 -1.61466 1.58579 0.1777
H -0.32274 -1.64203 -2.71173 0.3934
H 0.25199 -2.31976 -1.34324 0.3337
H -2.05665 -0.38901 -1.31782 0.3864
H -1.26904 -1.22672 -0.10896 0.1678
H -2.03569 2.14778 -2.18377 0.1335
H 0.34767 0.53003 -1.90936 0.3334
O -1.49272 1.65420 -1.55890 -0.8002

=====

Sorted by energy, starting with the most stable: arrangement Q, arrangement P, arrangement R.

=====

Arrangement P

9
Properties=species:S:1:pos:R:3:mulliken_charge:R:1 method="wB97M-V/def2-TZVPD" gap_ev=8.35
C 3.17402 0.83289 -0.29167 -0.1313
O -1.32166 -1.56683 0.77414 -0.3916
O 2.45186 -0.10641 -0.37907 -0.3417
S -4.00006 -0.53728 0.34479 -0.1965
S -1.97781 -0.87510 -0.27901 0.3865
I -1.20332 1.46637 -0.51817 0.0114
H -4.10348 -1.66801 1.06749 0.1854
H 2.77007 1.78671 -0.52083 0.1943
H 4.21039 0.66767 -0.19766 0.2834

=====

Arrangement Q

9
Properties=species:S:1:pos:R:3:mulliken_charge:R:1 method="wB97M-V/def2-TZVPD" gap_ev="7.52 / 7.52"
C 1.10794 0.18145 0.05213 -0.7904
O 2.36693 3.50340 -0.10862 -0.2791
O 0.06182 -2.20327 -1.08116 -0.4683
S 3.78048 3.28324 -0.41269 0.2776
S 0.66244 -1.71086 0.14214 0.3325
I 2.93109 -2.50359 0.32827 -0.0086
H 2.13091 0.16416 -0.34670 0.2581
H 0.50440 0.88001 -0.54531 0.3328
H 1.14992 0.44475 1.13556 0.3455

=====

Sorted by energy, starting with the most stable: arrangement P, arrangement Q.

=====

Arrangement P

15
Properties=species:S:1:pos:R:3:mulliken_charge:R:1 method="wB97M-V/def2-TZVPD" charge=+1 gap_ev=8.52
C -2.07537 0.63313 -0.28037 -0.4743
C -2.43665 0.05802 0.90188 -0.6349
H -1.92105 1.67027 -0.49801 0.2829
H -2.08256 0.12807 -1.24809 0.3081
H -2.27526 0.59800 1.83964 0.3114
H -3.17326 -0.83948 0.84748 0.2389
C 2.05640 0.40433 -1.02898 -0.5583
C 1.03485 -0.65434 0.89144 -0.2400
N 1.22134 -0.49024 -0.32096 -0.0100
H 1.49980 1.12195 -1.78952 0.2923
H 2.83410 -0.19414 -1.64382 0.3045
H 2.59384 0.93414 -0.20076 0.2140
H 1.74206 -0.12073 1.57980 0.2389
H 0.20388 -1.26977 1.24271 0.3344
H 0.55367 -1.24341 -0.78656 0.3921

=====

Arrangement Q

15
Properties=species:S:1:pos:R:3:mulliken_charge:R:1 method="wB97M-V/def2-TZVPD" charge=+1 gap_ev=8.50
C 0.07351 -0.28716 1.19109 -0.3866
N -0.93077 0.03526 0.28733 0.0143
C -0.42359 -0.06703 -0.96338 -0.2940
C 1.10696 -0.04841 -0.93457 -0.4850
C 1.32193 0.33441 0.53227 -0.5253
H 0.14654 -1.38543 1.25892 0.3213
H -0.21136 0.04531 2.18367 0.3435
H -4.99061 0.68621 -0.21807 -0.0440
H -5.29022 0.22028 0.31632 0.0449
H -0.91383 -0.98306 -1.35702 0.3473
H -0.92385 0.62676 -1.65928 0.3611
H 1.49758 0.76025 -1.53914 0.2879
H 1.57906 -0.96008 -1.24867 0.3551
H 2.29208 0.06782 0.94260 0.3670
H 1.19259 1.42690 0.58340 0.2925

=====

Arrangement R

15
Properties=species:S:1:pos:R:3:mulliken_charge:R:1 method="wB97M-V/def2-TZVPD" charge=+1 gap_ev=6.85
C 0.22005 0.04887 -2.83232 -0.0676
N -0.24310 0.36381 -1.66443 -0.1571
H 0.32469 0.92743 -3.47986 0.2641
H 0.16628 -0.87374 -3.43950 0.2954
H 0.16723 0.25187 -0.67456 0.2668
H -0.85139 1.17913 -1.73378 0.3240
C -0.27930 0.94748 2.25500 -0.8099
C -0.22622 -0.29178 1.37455 -0.1114
C 0.57137 -1.29525 0.95905 -0.7042
H -0.42357 1.90662 1.70556 0.2529
H -1.08223 0.76743 2.97396 0.3022
H 0.67795 1.05790 2.76084 0.2926
H -1.27555 -0.69935 1.20987 0.2855
H 0.26080 -2.32225 0.87433 0.2507
H 1.63628 -1.15763 0.93821 0.3159

=====

Arrangement S

15
Properties=species:S:1:pos:R:3:mulliken_charge:R:1 method="wB97M-V/def2-TZVPD" charge=+1 gap_ev=5.57
C -4.24162 3.78009 1.56779 -0.4482
C -3.04924 3.92235 2.13247 -0.4233
H -4.47121 4.19831 0.58977 0.2046
H -5.09929 3.23176 1.94197 0.2297
H -2.30454 4.68473 1.94367 0.2394
H -2.71989 3.20042 2.87830 0.1978
C 1.44930 -3.24223 -0.81434 -0.7183
C 3.09974 -1.90029 -1.96031 -0.0430
N 2.50718 -2.14091 -0.84889 -0.0530
H 0.71436 -2.95621 -0.06648 0.2861
H 2.01764 -4.12412 -0.55961 0.3213
H 0.92108 -3.21932 -1.76304 0.3536
H 2.57378 -2.06770 -2.88932 0.2695
H 4.06721 -1.42445 -1.84466 0.2686
H 3.01579 -2.04314 0.02350 0.3153

=====

Sorted by energy, starting with the most stable: arrangement S, arrangement P, arrangement R, arrangement Q.